(1)
Computed, not measured: a molecular structure, C12H4F5OOsS2SbSe4, with ωB97M-V/def2-TZVPD.

Properties
- HOMO energy (alpha / beta) (eV) = -1.46 / -2.16
- LUMO energy (alpha / beta) (eV) = 4.439 / 3.590
- strongest force on any atom (eV/A) = 0.1
- molar mass (g/mol) = 951.1
- Kohn-Sham gap (alpha / beta) (eV) = 5.9 / 5.8
- energy relative to the best compared isomer or geometry (same formula, charge and spin) (eV) = 0.0000

ORCA input file:
```
! wB97M-V def2-TZVPD RIJCOSX def2/J DEFGRID3
* xyz -2 5
C 2.9334 -1.5095 3.4646
F -3.7393 -4.6228 1.7264
H 4.7274 -2.1055 4.4773
Se -1.1287 3.6463 1.0916
C 2.7002 0.8420 2.9740
C -2.9242 -2.8770 0.3405
C -2.4102 -0.6744 1.2667
C 3.9429 1.0632 3.5699
H 5.6376 0.2072 4.5643
C -3.2525 -2.4961 2.6639
C -2.8158 -1.1954 2.5080
Se 0.4893 1.2046 -1.3304
F -3.6276 -2.9419 3.8780
F -2.9823 -3.6937 -0.7274
F -2.7834 -0.4083 3.5929
C 2.1958 -0.4608 2.9185
S 0.6284 -0.7695 2.1723
O -2.0378 0.5652 1.1149
Sb -0.2679 3.5747 -1.2247
F -2.1286 -1.1689 -1.0312
C 4.1653 -1.2791 4.0575
Se -1.6289 4.6199 -2.9057
H 4.3296 2.0757 3.5998
C -3.3095 -3.3514 1.5796
Se 2.1726 3.9919 -1.3671
C -2.4853 -1.5754 0.1908
H 2.5262 -2.5134 3.4179
S 1.7837 2.1953 2.3177
Os -0.0962 1.2763 1.4320
C 4.6730 0.0154 4.1082
*
```

---

(2)
Computed, not measured: a molecular structure, C12H6Cl3NO3Pd, with ωB97M-V/def2-TZVPD.

Properties
- HOMO energy (eV) = -8.27
- LUMO energy (eV) = -0.729
- strongest force on any atom (eV/A) = 0.3
- molar mass (g/mol) = 425.0
- Kohn-Sham gap (eV) = 7.5
- energy relative to the best compared isomer or geometry (same formula, charge and spin) (eV) = 0.0000

ORCA input file:
```
! wB97M-V def2-TZVPD RIJCOSX def2/J DEFGRID3
* xyz 0 1
C 2.7378 -2.3134 2.0867
Cl -2.5800 3.5153 -2.3351
Cl -0.9150 -1.3813 -0.9525
C -4.5621 0.1534 -1.5085
H 4.4092 0.6137 2.4737
C -2.2611 -0.2736 -1.2573
C 3.6589 -1.4223 2.6179
C 1.9126 -1.8943 1.0614
N 1.9863 -0.6569 0.5663
O 1.9936 1.7546 -0.4839
C -3.5576 -0.7432 -1.2065
H -5.0487 2.1613 -2.0931
C -1.8679 1.0247 -1.5935
H 1.1782 -2.5531 0.6200
C 2.8704 0.2120 1.0805
C -2.9454 1.8864 -1.9015
C 2.8602 1.6055 0.4752
Pd 0.6806 0.2990 -0.6303
H 2.6506 -3.3238 2.4590
H 4.3126 -1.7272 3.4240
O 3.6442 2.4345 0.8675
O -0.6289 1.4294 -1.6253
Cl -6.2198 -0.3588 -1.4503
C 3.7246 -0.1377 2.1063
H -3.7762 -1.7680 -0.9427
C -4.2574 1.4638 -1.8579
*
```

---

Look up the molar mass of the first one.
951.1 g/mol